*one*
Entry from the OMol25 dataset: a structure of composition C21H56BCuF4O21S7 (ωB97M-V/def2-TZVPD).

```
111
Properties=species:S:1:pos:R:3:mulliken_charge:R:1
H 1.94352 16.38550 26.06143 0.388
H -1.50591 14.74802 23.47339 0.420
H 1.39979 19.65714 12.75435 0.344
H 1.15069 20.60844 14.13513 0.354
H 2.63147 18.28955 22.34493 -0.229
C 4.01671 19.87732 22.04054 -1.103
F -1.36472 16.29305 19.08731 -0.241
C 5.82454 16.82332 19.33892 -1.200
H 0.06781 15.40113 15.98220 -0.081
H 2.20118 19.73568 23.16086 0.412
H -5.76067 19.46160 23.67786 0.337
H 4.04513 20.96385 22.09479 0.355
H -0.68152 16.88332 16.71422 0.154
H -4.54445 16.52096 19.68546 0.339
C 2.43004 13.66174 16.57988 -1.112
H 6.59302 17.37961 18.80952 0.486
H -4.89856 19.13198 18.13598 0.297
C 1.80063 15.42179 25.56462 -0.075
O 1.80597 19.70519 21.08215 -0.282
H 6.82666 12.20452 18.34957 0.242
H -1.54020 16.09727 22.30034 0.029
H -0.94884 19.93832 21.09840 0.618
H 0.48930 10.99383 21.23774 0.383
S 2.07932 12.09836 22.47292 0.941
C -0.09368 18.89273 14.03901 -0.173
C -6.29735 19.26059 22.75318 -0.967
C -4.62046 17.60324 19.63415 0.312
H -4.74229 17.50112 17.47013 0.412
H -1.33321 18.16150 21.03758 -0.323
O -5.50440 18.04259 20.68697 -0.295
O 0.72303 19.08002 19.10206 -0.798
O -5.39011 20.51755 20.63513 -0.670
C -5.14082 18.08317 18.29654 -1.251
C 4.97902 12.06266 17.15165 -0.429
H -0.29326 18.84755 22.36359 0.254
O 1.35868 17.32647 20.71658 1.081
H 3.97801 12.14325 20.66952 -0.606
O -3.79570 19.22573 21.97085 -0.538
C -0.80190 16.05236 16.03058 -0.642
H 5.71644 19.65688 18.98433 0.315
S 4.29076 17.15923 18.52106 0.694
C 4.45380 11.65360 21.51847 0.847
O 4.30466 12.78119 18.19907 0.202
C 1.25466 19.56715 13.83668 -1.172
H 4.55402 10.58951 21.29231 0.356
H 2.65106 15.43580 24.86881 0.155
H 6.23413 11.61023 22.66107 0.397
S 0.36568 16.12525 23.60411 0.969
H 4.35298 21.57484 17.58250 0.427
H -1.83622 16.45574 24.05338 0.404
H 6.13764 10.56946 18.15982 0.340
H -6.72163 18.26592 22.71338 0.295
H 4.72309 19.38982 22.70844 0.374
O 0.58931 17.49519 23.92357 -0.706
O 3.98406 18.60958 18.90746 0.200
H -0.53162 19.18283 14.99271 0.302
H 1.34569 13.55880 16.48076 0.309
O 0.53565 15.28013 24.91374 -0.191
O 3.26022 16.36815 19.12557 -0.331
H 4.37432 19.59686 21.04138 0.016
H 2.88219 13.01010 15.84149 0.701
S 0.85302 18.64291 20.42591 1.536
H 4.37861 11.23634 16.76631 0.462
F 0.80953 15.68564 18.57572 0.045
O 1.46892 12.04720 23.74053 -0.696
H 5.08944 19.48953 17.31203 0.527
H 4.32787 21.59602 19.31235 0.299
H 6.00095 15.75350 19.30468 0.359
C 4.83119 19.67908 18.34940 -0.537
H 2.99670 20.90075 18.35056 0.232
O 2.42797 13.86054 19.17564 1.012
H 1.05196 13.92838 26.92113 0.296
O 1.17143 15.51873 22.58559 -0.271
O 2.20012 11.62744 18.22081 -0.747
O 1.96080 13.29223 21.69104 -0.628
H -6.22720 17.98660 18.32592 0.334
S 2.72990 12.93392 18.15008 0.969
O 0.18271 17.46334 14.20439 -0.289
H 2.15924 10.72516 20.58029 0.169
H -0.73119 19.03518 13.17496 0.348
H 2.70048 14.51771 27.33687 0.387
C 1.52701 10.75407 21.46220 -0.798
C -1.34269 15.81203 23.33289 -0.748
H 2.05408 18.93795 14.20951 0.276
C 6.29895 11.53783 17.67582 -1.302
H -1.60875 15.40416 16.37082 0.374
H -6.98649 20.09351 22.64798 0.353
C -0.62342 18.93019 21.32687 -0.596
S -1.03884 16.49540 14.36463 1.318
O -2.23262 17.22717 14.17082 -0.676
H 2.48145 13.42509 26.03196 0.195
H 6.91708 11.25210 16.82268 0.403
C 4.07794 20.97276 18.45663 -1.135
O 4.51894 17.04918 17.12469 -0.750
C 5.82271 12.19726 21.84962 -1.348
Cu 2.07054 15.26164 20.70850 -0.283
B -0.44812 15.25674 19.10588 -0.869
S -5.11188 19.37200 21.43048 1.279
F -0.11623 14.90305 20.46411 -0.176
H 5.72022 17.21610 20.34956 0.282
C 2.61531 19.37544 22.21598 0.330
H 6.37207 12.18075 20.90744 0.295
H 5.72541 13.25809 22.08537 0.281
H 1.57497 9.83898 22.04512 0.433
O -0.77618 15.34186 13.56413 -0.648
H 5.17339 12.71649 16.29671 0.381
F -0.82548 14.13095 18.41182 -0.253
O 3.60015 11.80674 22.68414 -0.372
H -3.60835 17.98842 19.76141 -0.190
H 2.70012 14.71136 16.63629 0.251
C 2.00886 14.27314 26.53322 -1.163
```

Results
Spin multiplicity: 2
Charge: +1
Expectation value of S²: 0.75

---

*two*
Entry from the OMol25 dataset: a structure of composition C21H56BCuF4O21S7 (ωB97M-V/def2-TZVPD).

```
111
Properties=species:S:1:pos:R:3:mulliken_charge:R:1
H -28.17260 -10.91293 19.34555 0.308
H -19.27717 -8.56339 13.22601 0.125
S -26.20587 -7.54570 14.69355 1.062
H -23.77134 -7.15570 24.29660 0.351
O -22.12182 -5.25963 20.90098 0.250
H -29.35293 -8.20680 20.11995 0.449
C -27.79218 -9.30117 15.71273 0.608
F -24.55689 -10.85530 15.96473 -0.376
C -28.50232 -6.16275 18.39164 -1.251
C -27.62247 -2.67224 16.17183 -0.498
H -20.06538 -9.41245 19.24620 0.381
H -21.61947 -4.12771 14.79366 0.328
C -28.52486 -8.91206 20.02112 -0.129
O -27.63538 -7.91909 15.23906 -0.221
C -28.99348 -10.20506 19.43175 -1.194
H -20.45162 -9.76557 12.62428 0.322
H -27.35556 -6.36914 13.08182 0.501
H -17.84449 -9.00529 16.49496 0.447
O -19.65193 -6.08520 18.32425 -0.809
C -22.71474 -7.06565 24.02736 -1.319
C -24.68358 -9.82607 21.46677 -1.356
H -16.69612 -6.72882 15.96423 0.423
O -21.44356 -7.50392 13.94496 0.148
O -27.17598 -6.50298 20.63391 -0.977
H -28.09885 -9.09294 21.00488 0.167
C -21.15664 -4.29391 21.40168 -0.263
H -23.88356 -2.01424 17.46744 0.335
H -27.02240 -5.35998 14.50562 -0.360
C -24.61801 -4.70336 20.97859 -0.425
H -25.46357 -9.10653 21.68531 0.248
H -28.97436 -3.98548 15.13465 0.225
H -19.56030 -8.74209 11.49537 0.395
H -22.48033 -9.06354 23.27281 0.552
C -21.14726 -7.72114 12.54156 -0.377
H -24.29422 -2.28005 15.72616 0.296
O -23.96782 -8.26651 19.60831 0.290
H -29.43042 -3.64950 16.76976 0.240
O -23.41290 -5.72634 18.93495 -0.633
H -29.57172 -9.65299 14.63242 0.437
H -29.41508 -6.66403 18.70225 0.502
H -17.71149 -7.86013 17.80142 0.336
B -24.14582 -10.00410 16.96358 -0.511
O -22.92865 -3.41299 19.51446 -0.808
C -19.89078 -8.38620 19.54495 -0.483
C -20.03725 -8.77270 12.47557 -1.047
C -26.61270 -6.10956 13.83005 -0.405
H -29.45981 -10.57663 16.14483 0.437
O -25.96112 -3.51618 18.56456 -0.877
S -20.27775 -7.36760 18.17322 1.064
C -21.16470 -4.95956 14.25933 -1.016
S -27.16598 -6.88196 19.25806 1.091
H -27.64844 -2.11804 17.12208 0.459
H -18.85135 -8.18465 19.78940 0.610
Cu -23.95680 -7.17625 17.49876 3.164
C -20.26702 -5.03339 22.37083 -0.915
H -27.28850 -9.98112 15.02591 0.562
H -22.04224 -8.10834 12.05888 0.247
H -22.52827 -6.02315 23.76951 0.202
F -25.28253 -9.34332 17.55547 0.067
C -18.18321 -8.02776 16.82664 -0.464
H -19.67130 -5.77331 21.81595 0.143
H -25.68572 -5.73867 13.39954 0.161
H -24.31166 -4.08784 21.82315 0.530
F -23.40849 -10.64138 17.95543 -0.385
H -29.66189 -2.39784 15.53688 0.411
O -22.19985 -9.64087 20.59380 -0.819
H -27.34670 -9.43415 16.69437 -0.337
O -21.66778 -7.43204 17.94605 -0.208
S -25.46064 -3.65442 17.23490 1.012
H -21.66892 -3.47516 21.91245 0.350
O -23.30403 -6.08030 13.29240 -0.853
O -25.37269 -7.20232 15.78888 0.037
O -22.73493 -6.45363 15.63228 -0.720
H -28.30856 -6.34092 17.33703 0.138
O -27.51069 -8.38288 19.12803 -0.002
C -17.76966 -6.89674 15.90668 -0.829
O -25.79539 -8.53386 13.77866 -0.789
H -20.83329 -5.64118 23.07932 0.061
H -25.38967 -1.36191 16.84257 0.462
O -23.16796 -7.74706 21.76251 0.217
O -24.62547 -4.74234 16.89056 -0.600
H -29.78204 -10.61978 20.06380 0.490
O -26.71894 -3.77867 16.26743 0.213
O -26.02027 -6.65592 18.46630 -0.113
H -29.86636 -8.81492 16.11495 0.325
H -19.52069 -4.40177 22.84388 0.484
C -22.36281 -8.03416 22.91947 -0.292
C -29.26335 -9.61477 15.68039 -1.830
H -18.03466 -7.09910 14.86306 0.083
H -24.84335 -5.72463 21.27075 -0.056
H -21.30495 -7.95506 22.65165 0.197
H -20.54273 -8.04295 20.34132 -0.577
H -25.01683 -10.53047 20.70332 0.495
S -23.24491 -4.72548 19.92748 0.412
C -28.99762 -3.18654 15.88015 -1.241
H -18.30269 -5.98008 16.15486 0.165
S -23.40034 -8.91194 20.71461 0.969
S -22.32590 -6.26930 14.29680 0.847
H -24.32799 -10.34164 22.35292 0.490
H -22.14644 -7.32075 24.92130 0.440
H -20.25386 -5.28720 14.74786 0.110
H -20.98717 -4.67743 13.22541 0.493
H -28.52906 -5.10944 18.65608 0.434
H -20.85336 -6.79652 12.04381 0.401
F -23.35412 -8.88904 16.41800 -0.411
H -25.44826 -4.23673 20.45439 0.070
C -24.67442 -2.17417 16.73375 -1.205
O -19.62383 -8.12434 16.97665 -0.085
H -20.58422 -3.88192 20.57713 0.283
H -29.47176 -10.05357 18.46326 0.143
H -27.29860 -1.89804 15.46762 0.370
```

Results
Spin multiplicity: 2
Charge: +1
Expectation value of S²: 0.75

---

Going by the energies, *two* is most stable and the next is 177.4 kJ/mol up.

---

*one*
Entry from the OMol25 dataset: the molecule C5H10N6 (ωB97M-V/def2-TZVPD).

```
21
Properties=species:S:1:pos:R:3:mulliken_charge:R:1
N 0.47888 -0.93959 0.00595 -0.512
N 2.61865 -0.07080 -0.15370 -0.196
H -3.51607 -1.10278 0.96753 0.271
H -0.14287 3.53499 0.21427 0.279
H -3.50376 -0.83887 -0.76346 0.278
H 2.78701 -2.05232 -0.72680 0.252
N -0.87735 2.86238 -0.05457 -0.409
N -1.70610 -1.62444 -0.02921 -0.140
H 4.26463 -1.35439 0.02753 0.320
C -0.44464 1.57187 0.01278 0.364
C 3.17210 -1.42075 0.08338 -0.791
N -1.34876 0.61301 -0.04824 -0.506
N 0.89133 1.42260 0.08933 -0.610
H 2.84876 -1.80134 1.05004 0.274
C -0.81471 -0.61266 -0.00937 0.412
H -1.24521 -2.51306 -0.00189 0.264
H 3.17678 0.75511 0.02248 0.293
C 1.27421 0.13098 -0.04405 0.400
H -1.83334 3.00866 0.24350 0.270
H -3.56878 -2.48926 -0.04972 0.303
C -3.13091 -1.50092 0.01552 -0.816
```

Results
SMILES string: CNc1nc(N)nc(NC)n1
Charge: 0

---

*two*
Entry from the OMol25 dataset: the molecule C5H10N6 (ωB97M-V/def2-TZVPD).

```
21
Properties=species:S:1:pos:R:3:mulliken_charge:R:1
C 0.54261 2.82956 0.74304 -0.769
N -2.85220 0.46330 0.08155 -0.408
N -1.02240 -0.92776 -0.01954 0.471
H 2.02171 0.61235 0.14149 0.326
H -2.29359 -2.68822 -0.62496 0.338
N -1.71378 0.02897 0.69282 -0.628
H 2.73731 -1.32826 -1.20486 0.178
N 0.18614 1.66173 0.00928 -0.311
H 2.57623 -2.99427 -0.97049 0.213
H 1.76940 3.06358 0.45509 0.264
H -3.27807 1.02852 0.82515 0.301
C 0.34381 -0.76571 -0.13523 -0.087
H -2.75304 0.84234 -0.94596 0.271
H -0.23259 3.52714 0.34512 0.296
N 2.15515 -2.12116 -1.05839 -0.439
C -1.30367 -2.13887 -0.63425 -0.014
H 0.41435 2.72903 1.85267 0.292
H 1.09325 0.47110 1.47773 0.304
C 0.86024 -1.96105 -0.59007 0.549
C 0.92067 0.51233 0.42521 -0.446
N -0.17154 -2.84464 -0.86540 -0.701
```

Results
Charge: 0

---

Going by the energies, *one* is most stable and the next is 741.0 kJ/mol up.

---

*one*
Entry from the OMol25 dataset: a cluster of 2 separate species, C5H14NO in total (ωB97M-V/def2-TZVPD).

```
21
Properties=species:S:1:pos:R:3:mulliken_charge:R:1
C -1.22253 0.74574 -0.64583 -0.365
C -0.60171 1.49494 0.50303 -0.826
H -2.96574 -0.55470 -0.63686 0.373
H -2.04763 -0.47003 0.85863 0.394
O 3.52370 1.08598 0.64987 -0.650
H 1.22904 0.65625 0.32351 0.354
H 3.92541 0.73044 1.45502 0.324
H 0.45911 -2.89938 -0.72483 0.278
C -0.18994 -2.18507 -1.25178 -0.723
H 0.91691 0.76577 1.95056 0.346
C -1.95595 -0.53024 -0.22411 -0.749
H -1.22605 1.68020 1.39406 0.388
H 0.04286 -0.36239 1.16303 0.282
H -0.48056 0.55372 -1.42157 0.389
H -0.02659 2.40937 0.30711 0.397
H -2.10706 -2.64356 -0.55514 0.350
H 3.93894 1.89319 0.34366 0.330
C -1.36833 -1.83624 -0.68992 -0.232
H -1.97890 1.44024 -1.08204 0.295
N 0.51450 0.53441 1.04370 -0.278
H 0.34109 -1.64074 -2.03470 0.324
```

Results
Charge: +1

---

*two*
Entry from the OMol25 dataset: a cluster of 2 separate species, C5H14NO in total (ωB97M-V/def2-TZVPD).

```
21
Properties=species:S:1:pos:R:3:mulliken_charge:R:1
C 0.58404 -0.62065 0.69284 -0.280
H -0.63594 -2.50532 1.11195 0.256
C -0.60588 2.55192 -1.06391 -0.235
H 1.05182 1.80972 0.28218 0.317
C 0.09183 3.87876 -0.84827 -1.288
H 1.25473 1.34612 -1.40285 0.302
H 1.39890 -0.28242 1.54345 0.236
C 0.46719 1.51614 -0.62354 -0.593
H 1.10480 4.03672 -1.00478 0.409
H 0.00102 4.16204 0.21329 0.334
H -0.41195 4.73804 -1.37751 0.326
O -0.10366 -4.62581 0.32167 -0.645
N -0.33922 -1.65253 1.52748 -0.344
H 0.77364 -5.04605 0.12741 0.320
H -0.79928 -5.29277 0.13835 0.330
H 0.19560 -2.03078 2.40369 0.405
H -1.73029 2.46519 -0.63046 0.306
H -0.58371 -0.41824 -1.08243 0.402
H -1.09267 -1.02960 1.73726 0.394
C 0.04305 0.03732 -0.35162 -0.233
H -0.80427 2.44060 -2.15815 0.282
```

Results
Charge: +1

---

*three*
Entry from the OMol25 dataset: a cluster of 2 separate species, C5H14NO in total (ωB97M-V/def2-TZVPD).

```
21
Properties=species:S:1:pos:R:3:mulliken_charge:R:1
H 1.76546 0.92086 -0.81570 0.239
C 0.68696 1.63797 0.95381 -0.240
H -0.13944 0.05324 -2.55410 0.331
C -0.40132 0.58325 1.29306 -0.862
H 2.74858 1.75487 0.35247 0.369
N -1.32715 0.39554 -0.93163 0.123
H 1.03897 2.04005 1.90248 0.353
H 0.03970 -4.09205 -0.13130 0.308
H -1.33567 0.89411 1.77535 0.438
C -0.81378 0.74041 -2.05013 -0.291
C -0.69842 -0.41208 0.14267 -0.529
H -2.23840 0.78678 -0.69979 0.335
H 2.18331 0.14169 0.73841 0.287
H -1.38777 -1.09902 0.61966 0.204
C 1.89303 1.08267 0.26016 -1.093
H -1.09448 1.69550 -2.47799 0.319
H 0.08421 2.29262 0.32012 0.253
H 0.30356 -3.32360 1.10471 0.319
H 0.22604 -0.75735 -0.29073 0.394
O 0.34437 -3.22256 0.13964 -0.618
H 0.00293 -0.08988 2.06400 0.360
```

Results
Charge: +1

---

Going by the energies, *three* is most stable and the next is 79.1 kJ/mol up.